Entry 1:
Below is a cluster of 11 separate species, C39H83N5O11 in total, with properties calculated with ωB97M-V/def2-TZVPD.

The geometry in XYZ format:
```
138
Properties=species:S:1:pos:R:3
C 14.452 13.069 18.862
N 15.390 13.165 17.737
C 16.757 13.018 18.050
C 14.955 13.080 16.500
O 15.646 13.140 15.500
H 13.429 13.088 18.409
H 14.421 13.945 19.501
H 14.583 12.120 19.415
H 17.075 13.671 18.860
H 17.019 12.000 18.258
H 17.332 13.322 17.157
H 13.859 13.130 16.422
C 12.287 9.777 17.294
N 11.396 9.908 16.155
C 10.253 9.047 16.154
C 11.576 10.898 15.226
O 10.768 11.225 14.327
H 11.794 10.215 18.213
H 13.256 10.277 17.214
H 12.291 8.685 17.487
H 9.661 9.340 17.034
H 9.696 9.301 15.282
H 10.567 8.003 16.084
H 12.498 11.339 15.412
C 11.374 15.469 7.022
N 11.419 15.826 8.418
C 10.423 16.650 9.054
C 12.197 15.103 9.249
O 12.030 15.067 10.460
H 11.327 16.343 6.379
H 10.471 14.899 6.747
H 12.249 14.792 6.778
H 10.261 17.611 8.544
H 9.441 16.231 9.123
H 10.741 16.881 10.085
H 12.907 14.414 8.781
C 17.279 13.598 13.048
N 18.271 12.869 13.860
C 18.097 11.435 13.763
C 19.202 13.424 14.632
O 19.940 12.845 15.456
H 17.236 14.692 13.206
H 16.298 13.216 13.366
H 17.427 13.454 11.972
H 18.588 10.944 14.608
H 17.080 11.056 13.874
H 18.594 11.111 12.861
H 19.254 14.542 14.586
C 12.627 16.442 13.360
N 12.528 15.385 14.292
C 12.388 14.037 13.741
C 12.576 15.526 15.596
O 12.449 14.614 16.463
H 13.030 17.303 13.866
H 11.749 16.667 12.794
H 13.352 16.247 12.579
H 12.124 14.088 12.667
H 13.238 13.424 13.982
H 11.507 13.538 14.191
H 12.750 16.609 15.887
C 8.721 16.778 13.285
C 9.425 16.401 14.551
C 8.402 16.607 15.685
O 7.125 16.595 14.971
C 7.307 16.344 13.578
H 9.186 16.479 12.366
H 8.766 17.911 13.167
H 10.339 16.963 14.720
H 9.691 15.333 14.486
H 8.556 17.585 16.220
H 8.371 15.792 16.433
H 6.489 16.912 13.134
H 7.206 15.282 13.380
C 9.117 14.619 18.898
C 9.665 16.082 18.863
C 10.768 16.022 20.002
O 11.178 14.669 20.052
C 10.329 13.798 19.216
H 8.603 14.296 17.998
H 8.414 14.582 19.679
H 8.890 16.843 19.025
H 10.120 16.344 17.860
H 10.402 16.368 21.025
H 11.663 16.675 19.864
H 9.975 13.013 19.957
H 10.904 13.486 18.292
C 14.862 16.672 17.789
C 15.459 17.075 19.178
C 16.978 17.040 18.882
O 17.078 17.462 17.498
C 16.100 16.691 16.824
H 14.071 17.384 17.486
H 14.407 15.700 17.734
H 15.157 16.474 20.013
H 15.229 18.132 19.405
H 17.436 16.047 19.010
H 17.560 17.715 19.467
H 16.412 15.648 16.621
H 15.939 17.223 15.876
C 12.339 9.945 11.523
C 13.411 10.905 11.962
C 14.315 9.976 12.829
O 13.360 9.216 13.523
C 12.131 9.078 12.768
H 12.718 9.363 10.687
H 11.389 10.387 11.230
H 13.064 11.733 12.614
H 13.952 11.265 11.132
H 14.924 10.512 13.557
H 14.941 9.361 12.212
H 11.314 9.391 13.394
H 11.991 8.038 12.476
C 15.061 20.584 17.112
C 13.521 20.468 16.983
C 13.250 20.153 15.559
O 14.391 19.316 15.184
C 15.537 19.922 15.840
H 15.606 20.148 17.958
H 15.306 21.675 17.131
H 13.116 21.354 17.479
H 13.259 19.644 17.634
H 13.260 21.090 14.917
H 12.310 19.608 15.363
H 15.903 20.623 15.113
H 16.278 19.174 16.008
C 16.146 11.819 9.564
C 15.325 11.005 8.472
C 14.236 12.005 8.071
O 14.908 13.288 8.205
C 15.446 13.162 9.491
H 17.199 11.888 9.303
H 16.034 11.314 10.526
H 14.933 10.097 8.934
H 16.019 10.676 7.700
H 13.470 11.915 8.821
H 13.849 11.845 7.008
H 14.575 13.138 10.187
H 16.018 14.039 9.762
```

- SMILES: CN(C)C=O.CN(C)C=O.CN(C)C=O.CN(C)C=O.CN(C)C=O.C1CCOC1.C1CCOC1.C1CCOC1.C1CCOC1.C1CCOC1.C1CCOC1
- HOMO level: -8.848 eV
- LUMO energy: 0.5 eV
- 2S+1: 1
- Kohn-Sham gap: 9.4 eV
- Calculated total energy: -71757.8062 eV

These are the Mulliken partial charges, in e, on atoms 1 to 5: -0.56, 0.64, -1.13, 0.33, -0.39

***

Entry 2:
Below is a cluster of 14 separate species, C39H84N12O11 in total, with properties calculated with ωB97M-V/def2-TZVPD.

The geometry in XYZ format:
```
146
Properties=species:S:1:pos:R:3
C -19.262 -18.079 23.815
O -18.578 -17.693 22.885
N -19.654 -19.359 24.030
C -20.625 -19.693 25.061
C -19.322 -20.440 23.115
H -19.510 -17.380 24.630
H -20.315 -20.672 25.430
H -21.642 -19.611 24.679
H -20.498 -19.049 25.934
H -18.899 -20.037 22.200
H -18.669 -21.151 23.618
H -20.236 -20.960 22.811
C -12.524 -17.780 24.125
O -11.778 -17.968 23.175
N -12.131 -17.581 25.396
C -13.064 -17.785 26.492
C -10.737 -17.562 25.774
H -13.609 -17.905 24.001
H -12.908 -17.037 27.269
H -12.904 -18.780 26.924
H -14.101 -17.773 26.161
H -10.309 -18.570 25.768
H -10.173 -16.946 25.076
H -10.553 -17.192 26.782
C -15.770 -19.501 23.044
O -15.615 -19.189 24.215
N -15.305 -20.589 22.424
C -15.354 -20.733 20.979
C -14.561 -21.593 23.159
H -16.307 -18.834 22.357
H -14.369 -20.656 20.516
H -15.926 -19.938 20.502
H -15.838 -21.693 20.797
H -14.911 -22.576 22.837
H -13.494 -21.493 22.933
H -14.657 -21.453 24.233
C -11.577 -21.539 26.978
O -11.537 -21.183 25.813
N -12.521 -22.357 27.478
C -12.564 -22.703 28.886
C -13.428 -22.999 26.563
H -10.843 -21.244 27.746
H -12.511 -23.790 29.001
H -13.547 -22.398 29.257
H -11.767 -22.264 29.475
H -13.316 -24.087 26.573
H -14.468 -22.809 26.860
H -13.391 -22.688 25.525
C -15.528 -15.139 24.659
O -14.840 -14.153 24.481
N -15.855 -15.577 25.899
C -15.417 -14.915 27.106
C -16.755 -16.714 26.084
H -16.023 -15.735 23.881
H -14.730 -14.102 26.881
H -14.935 -15.536 27.863
H -16.304 -14.452 27.552
H -16.232 -17.555 26.537
H -17.618 -16.433 26.689
H -17.061 -16.944 25.064
C -11.060 -20.031 20.794
O -11.273 -19.751 19.620
N -10.968 -21.302 21.231
C -10.671 -21.627 22.618
C -11.019 -22.477 20.373
H -10.874 -19.271 21.564
H -11.530 -22.090 23.105
H -10.402 -20.760 23.224
H -9.752 -22.221 22.624
H -11.543 -23.268 20.908
H -11.465 -22.196 19.424
H -10.004 -22.850 20.204
C -19.205 -23.600 21.241
O -18.247 -23.010 21.714
N -20.214 -24.123 21.963
C -21.331 -24.775 21.296
C -20.295 -23.913 23.402
H -19.227 -23.861 20.173
H -21.752 -25.548 21.943
H -21.014 -25.202 20.351
H -22.161 -24.066 21.214
H -21.151 -23.346 23.761
H -20.322 -24.909 23.853
H -19.360 -23.456 23.715
C -13.297 -23.227 16.627
O -13.126 -23.874 15.608
N -13.281 -21.883 16.695
C -13.520 -21.193 17.938
C -13.305 -21.068 15.490
H -13.407 -23.726 17.600
H -13.167 -21.895 18.700
H -14.576 -20.992 18.134
H -12.911 -20.302 18.090
H -12.545 -20.290 15.532
H -13.173 -21.646 14.580
H -14.300 -20.615 15.426
C -17.383 -21.078 26.478
O -18.427 -21.708 26.504
N -16.609 -20.912 27.580
C -16.998 -21.433 28.880
C -15.315 -20.241 27.506
H -16.965 -20.561 25.603
H -16.452 -22.302 29.251
H -18.065 -21.639 28.868
H -16.807 -20.585 29.546
H -14.586 -20.928 27.924
H -15.003 -20.059 26.472
H -15.336 -19.226 27.906
C -18.474 -20.840 19.017
C -19.247 -19.557 18.954
O -20.192 -19.377 18.222
C -18.817 -18.497 19.903
H -18.848 -21.736 18.516
H -18.469 -21.150 20.065
H -17.477 -20.680 18.601
H -18.319 -17.730 19.301
H -18.054 -18.794 20.616
H -19.724 -18.126 20.373
C -15.626 -26.274 25.604
C -16.941 -25.704 25.178
O -17.745 -26.412 24.608
C -17.242 -24.238 25.418
H -15.369 -27.160 25.029
H -15.704 -26.479 26.672
H -14.862 -25.554 25.294
H -18.183 -23.982 24.942
H -16.456 -23.655 24.928
H -17.203 -24.018 26.485
C -15.912 -25.259 21.425
C -14.897 -24.526 20.696
N -14.079 -23.970 20.111
H -15.492 -26.114 21.955
H -16.659 -25.604 20.711
H -16.383 -24.646 22.194
C -13.031 -16.810 19.887
C -14.050 -16.670 20.924
N -14.879 -16.592 21.715
H -13.018 -15.961 19.204
H -13.230 -17.686 19.275
H -12.067 -16.849 20.392
C -17.129 -18.791 16.004
C -16.286 -18.584 17.165
N -15.602 -18.392 18.067
H -17.363 -17.840 15.525
H -18.085 -19.279 16.189
H -16.535 -19.388 15.309
```

- HOMO level: -8.652 eV
- LUMO energy: 0.1 eV
- 2S+1: 1
- Kohn-Sham gap: 8.7 eV
- Calculated total energy: -82208.7000 eV

These are the Mulliken partial charges, in e, on atoms 1 to 5: -0.30, -0.49, 0.61, -1.04, 0.50

***

Entry 3:
Below is a cluster of 7 separate species, C39H88BrF3N5O2S in total, with properties calculated with ωB97M-V/def2-TZVPD.

The geometry in XYZ format:
```
139
Properties=species:S:1:pos:R:3
N 0.853 1.115 3.961
N 0.391 1.613 2.755
C 0.946 2.626 2.014
N 0.549 3.302 0.723
C 1.468 4.427 0.250
N 2.484 4.388 1.372
N 2.209 3.388 2.332
Br 3.459 3.249 3.713
S -1.080 0.890 2.056
O -0.920 0.622 0.509
O -1.446 -0.478 2.677
C -2.588 2.028 2.260
F -2.291 3.395 1.746
F -3.059 2.048 3.690
F -3.685 1.472 1.423
H 0.958 1.978 4.577
H 0.148 0.536 4.466
H 1.366 5.106 -0.702
H 3.314 5.014 1.459
C -2.373 2.102 -5.555
C -3.075 3.232 -4.817
C -2.112 4.140 -4.047
C -1.320 3.456 -2.926
C -2.170 2.775 -1.849
C -3.056 3.744 -1.082
H -1.857 1.429 -4.865
H -3.103 1.508 -6.114
H -1.641 2.497 -6.266
H -3.833 2.818 -4.145
H -3.616 3.843 -5.551
H -2.680 4.981 -3.632
H -1.398 4.581 -4.754
H -0.677 4.206 -2.450
H -0.644 2.711 -3.361
H -1.497 2.281 -1.137
H -2.786 1.982 -2.288
H -2.455 4.519 -0.595
H -3.614 3.211 -0.305
H -3.784 4.232 -1.736
C 1.978 -3.254 -4.242
C 1.277 -2.124 -3.504
C 2.239 -1.216 -2.734
C 3.031 -1.900 -1.613
C 2.181 -2.581 -0.536
C 1.296 -1.612 0.231
H 2.495 -3.928 -3.552
H 1.249 -3.848 -4.801
H 2.710 -2.859 -4.953
H 0.519 -2.538 -2.832
H 0.736 -1.513 -4.238
H 1.671 -0.375 -2.319
H 2.954 -0.775 -3.441
H 3.675 -1.150 -1.136
H 3.708 -2.645 -2.048
H 2.855 -3.075 0.176
H 1.566 -3.374 -0.975
H 1.897 -0.837 0.718
H 0.738 -2.145 1.008
H 0.567 -1.124 -0.423
C -2.980 -6.882 2.562
C -2.976 -6.423 1.113
C -1.733 -5.612 0.739
C -1.556 -4.293 1.502
C -2.723 -3.309 1.382
C -2.963 -2.835 -0.042
H -2.990 -6.035 3.254
H -3.871 -7.484 2.764
H -2.100 -7.496 2.779
H -3.886 -5.850 0.905
H -3.019 -7.310 0.467
H -1.758 -5.410 -0.338
H -0.842 -6.230 0.907
H -0.641 -3.806 1.143
H -1.387 -4.508 2.564
H -2.504 -2.435 2.008
H -3.642 -3.750 1.784
H -2.070 -2.347 -0.447
H -3.784 -2.110 -0.064
H -3.236 -3.662 -0.704
C -4.766 -4.840 -3.442
C -6.138 -4.241 -3.179
C -6.503 -4.194 -1.694
C -6.601 -5.558 -0.999
C -7.600 -6.537 -1.622
C -9.036 -6.040 -1.574
H -4.711 -5.882 -3.115
H -4.544 -4.817 -4.513
H -3.987 -4.273 -2.922
H -6.896 -4.794 -3.744
H -6.151 -3.215 -3.572
H -7.454 -3.659 -1.583
H -5.756 -3.589 -1.163
H -6.873 -5.392 0.052
H -5.611 -6.030 -0.983
H -7.542 -7.486 -1.074
H -7.323 -6.764 -2.657
H -9.349 -5.853 -0.542
H -9.709 -6.791 -2.000
H -9.165 -5.117 -2.147
C 1.802 6.056 4.581
C 1.101 7.185 5.319
C 2.063 8.093 6.089
C 2.855 7.409 7.210
C 2.005 6.728 8.287
C 1.120 7.698 9.054
H 2.319 5.382 5.271
H 1.073 5.461 4.022
H 2.534 6.450 3.870
H 0.343 6.771 5.991
H 0.560 7.797 4.585
H 1.495 8.934 6.504
H 2.778 8.535 5.382
H 3.499 8.160 7.687
H 3.532 6.664 6.775
H 2.679 6.235 8.999
H 1.390 5.935 7.848
H 1.721 8.472 9.541
H 0.562 7.164 9.831
H 0.392 8.185 8.400
C 9.681 -1.315 -3.759
C 9.355 -0.224 -2.751
C 8.496 -0.717 -1.584
C 7.105 -1.237 -1.967
C 6.220 -0.239 -2.718
C 5.893 1.003 -1.903
H 8.778 -1.710 -4.234
H 10.323 -0.917 -4.550
H 10.210 -2.144 -3.279
H 8.868 0.614 -3.260
H 10.298 0.168 -2.347
H 8.394 0.096 -0.856
H 9.033 -1.520 -1.062
H 6.589 -1.552 -1.051
H 7.211 -2.141 -2.579
H 5.279 -0.740 -2.980
H 6.685 0.053 -3.665
H 5.382 0.736 -0.973
H 5.232 1.664 -2.474
H 6.793 1.572 -1.654
```

- Net charge: +1
- HOMO level: -11.968 eV
- LUMO energy: -5.0 eV
- 2S+1: 1
- Kohn-Sham gap: 7.0 eV
- Calculated total energy: -142429.7557 eV

These are the Mulliken partial charges, in e, on atoms 1 to 5: -0.87, 0.66, 0.14, 0.02, -0.08

***

Strongest force on any atom, respectively: 3.50, 1.60, 9.93 eV/Å.